Density functional theory data (ωB97M-V/def2-TZVPD) for one molecule with the formula C3H3NO at a distorted geometry.

Charge: 0
SMILES: CC(=O)C#N
Frontier orbital gap, eV: 10.58
E_HOMO, Eh: -0.4122
Calculated total energy, Eh: -246.0697
Energy relative to the best compared isomer or geometry (same formula, charge and spin), kcal per mole: 13.7

Each line ends with the natural charge from an NBO analysis.
Atoms and positions in Å:
C: -0.7339 0.6409 -0.0420  -0.6917
C: -0.0242 -0.6971 0.0083  0.4955
C: 1.4743 -0.5984 0.0921  0.1585
H: -1.5647 0.6355 -0.7490  0.2556
H: -1.1098 0.7348 1.0330  0.2535
H: 0.0036 1.3892 -0.2223  0.2298
N: 2.6312 -0.3668 -0.0782  -0.2383
O: -0.6764 -1.7381 -0.0419  -0.4628


Density functional theory data (ωB97M-V/def2-TZVPD) for a 2-piece molecular cluster, C6H8F2P2 overall at a distorted geometry.

Charge: 0
SMILES: CC1(C)P=C1[C@@]1(F)C=P1.F
Frontier orbital gap, eV: 7.73
E_HOMO, Eh: -0.3198
Calculated total energy, Eh: -1115.6879
Energy relative to the best compared isomer or geometry (same formula, charge and spin), kcal per mole: 15.0

Each line ends with the natural charge from an NBO analysis.
Atoms and positions in Å:
C: 2.6815 -0.0456 -0.0558  -0.5885
C: 2.0681 -1.3083 0.4856  0.0856
C: 0.6897 -1.5822 0.4017  -0.4599
C: -0.4074 -0.5790 0.5312  -0.2229
C: -0.8870 -0.1776 1.8976  -0.6308
C: -0.2471 0.4152 -0.5474  -0.6435
F: 2.9745 -2.4644 0.5930  -0.3798
F: 1.5787 -2.1684 -2.4200  -0.5810
P: 2.6690 0.2657 1.5783  0.6777
P: -0.6964 -2.4260 0.0258  0.6076
H: 2.9862 0.1114 -1.1029  0.2626
H: -0.3082 0.7429 2.2704  0.2030
H: -0.7807 -0.9439 2.6118  0.2245
H: -2.0365 0.1401 2.0201  0.2244
H: 0.0077 0.0944 -1.4987  0.2275
H: 0.5857 1.1015 -0.2097  0.2083
H: -1.1776 0.9798 -0.6234  0.2167
H: 1.4334 -2.1234 -1.4675  0.5686


Density functional theory data (ωB97M-V/def2-TZVPD) for one molecule with the formula C7H11ClSSi at a distorted geometry.

Charge: 0
SMILES: C[SiH](C)[C@H](Cl)c1cccs1
Frontier orbital gap, eV: 9.51
E_HOMO, Eh: -0.3267
Calculated total energy, Eh: -1421.1749
Energy relative to the best compared isomer or geometry (same formula, charge and spin), kcal per mole: 44.9

Each line ends with the natural charge from an NBO analysis.
Atoms and positions in Å:
C: -1.4565 0.6327 2.3836  -0.2327
C: -0.3981 0.4917 1.4357  -0.2842
C: -2.5995 1.2250 1.8408  -0.4168
C: -0.6864 1.0526 0.2600  -0.2179
C: -0.4669 -1.5519 -1.7713  -1.1026
C: 2.2990 -1.0742 0.0824  -1.0964
C: 0.1918 1.0901 -0.9545  -0.5594
Si: 1.1129 -0.5412 -1.2944  1.3725
S: -2.2623 1.7851 0.2354  0.4419
Cl: 1.5703 2.2977 -0.3765  -0.1601
H: -1.3499 0.3093 3.4952  0.2339
H: 0.5872 0.2380 1.6072  0.2272
H: -3.5407 1.5359 2.2550  0.2407
H: -1.3785 -1.0845 -1.3707  0.2409
H: -0.5239 -1.5653 -2.8712  0.2411
H: -0.3362 -2.6521 -1.5541  0.2411
H: 3.1059 -1.6989 -0.2534  0.2533
H: 2.6137 -0.1133 0.4747  0.2550
H: 1.7886 -1.5135 0.8815  0.2376
H: -0.1470 1.5842 -1.8380  0.2551
H: 1.8765 -0.4475 -2.6674  -0.1699


Density functional theory data (ωB97M-V/def2-TZVPD) for BF4H2OSn as an isolated structure at a distorted geometry.

Charge: +1
Frontier orbital gap, eV: 5.63
E_HOMO, Eh: -0.5399
Calculated total energy, Eh: -714.8669
Energy relative to the best compared isomer or geometry (same formula, charge and spin), kcal per mole: 40.9

Each line ends with the natural charge from an NBO analysis.
Atoms and positions in Å:
Sn: -0.2627 -1.2315 0.5756  1.8470
B: -1.5066 1.6435 -1.1120  1.3066
F: -2.5166 1.2122 -1.9102  -0.5343
F: -1.4182 2.9971 -1.2321  -0.5266
F: -1.9286 1.4202 0.2375  -0.5690
F: -0.3047 1.0362 -1.3088  -0.5573
O: 2.3182 -2.1603 1.6587  -0.9958
H: 2.4114 -3.1016 1.5121  0.5058
H: 3.2077 -1.8158 1.5794  0.5235


Density functional theory data (ωB97M-V/def2-TZVPD) for C25H42CaNSeSi2 as an isolated structure.

Charge: -1
Frontier orbital gap, eV: 6.88
E_HOMO, Eh: -0.1527
Calculated total energy, Eh: -4690.7523

Each line ends with the Löwdin charge.
Atoms and positions in Å:
Ca: 0.3872 -0.3398 -0.5280  1.1235
C: 4.0325 1.4235 -2.0022  -0.1845
Si: 4.0877 1.0861 -0.1319  0.4497
C: 5.9377 0.8874 0.2973  -0.1906
C: 3.5424 2.7045 0.7079  -0.1761
C: 2.9474 -0.3077 0.2845  -0.4144
C: 2.3117 -0.3144 1.5770  -0.4273
C: 2.9032 0.2053 2.7607  -0.0481
C: 2.2427 0.1419 3.9608  -0.0794
C: 0.9750 -0.4487 4.0313  -0.0901
C: 0.4436 -0.9282 2.8554  -0.1477
N: 1.0650 -0.8589 1.6759  -0.0650
Si: 3.1633 -1.9797 -0.4891  0.4184
C: 4.8078 -2.7379 0.1151  -0.1828
C: 3.2887 -1.9943 -2.3869  -0.1795
C: 1.8414 -3.2744 -0.0652  -0.1864
H: 4.4302 2.4139 -2.2364  0.0239
H: 3.0037 1.3813 -2.3679  0.0221
H: 4.6211 0.6936 -2.5643  0.0063
H: 6.4807 1.8302 0.1984  0.0195
H: 6.4080 0.1582 -0.3685  0.0106
H: 6.0741 0.5283 1.3213  0.0170
H: 3.9879 3.5664 0.2061  0.0254
H: 3.8327 2.7475 1.7596  0.0160
H: 2.4556 2.8125 0.6593  0.0151
H: 3.9030 0.6148 2.7065  0.0904
H: 2.7127 0.5276 4.8585  0.1007
H: 0.4347 -0.5257 4.9636  0.0898
H: -0.5374 -1.3952 2.8410  0.1012
H: 5.6587 -2.1864 -0.2944  0.0109
H: 4.9151 -3.7867 -0.1769  0.0190
H: 4.8704 -2.6817 1.2050  0.0259
H: 4.0782 -1.3298 -2.7423  0.0052
H: 2.3549 -1.6980 -2.8752  0.0250
H: 3.5296 -3.0054 -2.7235  0.0284
H: 1.6891 -3.3356 1.0126  0.0285
H: 2.1625 -4.2575 -0.4163  0.0333
H: 0.8623 -3.0784 -0.5179  -0.0277
C: -2.3044 1.8034 0.1306  -0.1063
C: -0.9736 2.5580 0.0435  -0.5782
C: -1.2508 4.0528 -0.1828  -0.1178
C: -0.0547 1.9597 -1.0362  -0.3354
H: -2.9830 2.2707 0.8500  0.0717
H: -2.1511 0.7621 0.4357  0.0416
H: -2.8019 1.7923 -0.8428  0.0811
H: -0.4704 2.4638 1.0183  0.1086
H: -1.7172 4.1952 -1.1609  0.0692
H: -0.3190 4.6224 -0.1649  0.0620
H: -1.9187 4.4687 0.5825  0.0600
H: 0.9078 2.4969 -0.9991  -0.0137
H: -0.4910 2.2074 -2.0172  0.0064
C: -7.6514 0.3940 -0.4786  -0.0694
C: -6.3033 -0.2767 -0.5629  -0.2925
C: -5.6813 -0.7970 0.5610  -0.0355
C: -4.4331 -1.4113 0.4965  -0.3246
C: -3.8115 -1.9457 1.7553  -0.1090
C: -3.7826 -1.5208 -0.7411  -0.6053
Se: -2.0945 -2.4177 -0.8693  0.4820
C: -4.3943 -0.9870 -1.8891  -0.3213
C: -3.7251 -1.0585 -3.2317  -0.1109
C: -5.6394 -0.3797 -1.7786  -0.0371
H: -7.9529 0.5408 0.5587  0.0652
H: -8.4193 -0.2060 -0.9744  0.0719
H: -7.6289 1.3688 -0.9698  0.0713
H: -6.1837 -0.7258 1.5220  0.1041
H: -4.4186 -1.6954 2.6273  0.0675
H: -2.8071 -1.5394 1.8852  0.0334
H: -3.7042 -3.0305 1.6918  0.0660
H: -2.7603 -0.5489 -3.2015  0.0577
H: -4.3520 -0.6050 -4.0018  0.0659
H: -3.5238 -2.0975 -3.4967  0.0564
H: -6.1097 0.0272 -2.6702  0.1086


Density functional theory data (ωB97M-V/def2-TZVPD) for C3H4AgO3 as an isolated structure at a distorted geometry.

Charge: 0
Frontier orbital gap (alpha / beta), eV: 4.32 / 6.45
E_HOMO (alpha / beta), Eh: -0.2501 / -0.3285
Calculated total energy, Eh: -489.2901
Spin multiplicity: 2
Energy relative to the best compared isomer or geometry (same formula, charge and spin), kcal per mole: 8.7

Each line ends with the Mulliken spin population.
Atoms and positions in Å:
O: 0.5226 0.4106 0.6254  0.0704
C: 1.4728 -0.5093 0.1527  0.0091
O: 1.1713 -1.6881 0.2573  0.0107
Ag: 3.3013 2.2505 -0.1250  0.0166
O: 2.5322 0.0176 -0.2739  -0.0067
C: -0.7927 0.0612 0.7405  0.8040
H: -1.2713 0.5476 1.5933  0.0187
C: -1.5762 -0.2283 -0.4946  0.0013
H: -1.1034 -0.9908 -1.1331  0.0134
H: -2.5899 -0.5559 -0.2306  0.0043
H: -1.6668 0.6851 -1.1117  0.0582


What is the formula in the second record?
C6H8F2P2


Which of these has the highest charge?
BF4H2OSn